Entry 1:
Density functional theory data (the ωB97M-V functional and the def2-TZVPD basis) for a single CH2N4O molecule.

Summary:
LUMO ... 0.780 eV
Multiplicity ... 1
Relative energy (zero: lowest compared OMol25 entry of this formula, charge and spin) ... 29.1 kcal/mol
SMILES string ... O=c1[nH]nn[nH]1

XYZ file:
```
8
Properties=species:S:1:pos:R:3:lowdin_charge:R:1
O 0.6712 -1.6021 0.7757 0.023
C 0.2602 -0.5987 0.2048 -0.595
N -0.2832 0.3818 0.9559 0.057
N -0.6988 1.4378 0.1882 0.014
N -0.4330 1.1518 -1.0242 0.005
N 0.1582 -0.0923 -1.0592 0.104
H -0.1173 -0.1825 1.8974 0.235
H 0.4426 -0.4957 -1.9385 0.155
```

=====

Entry 2:
Density functional theory data (the ωB97M-V functional and the def2-TZVPD basis) for a single CH2N4O molecule.

Summary:
LUMO ... -0.139 eV
Multiplicity ... 1
Relative energy (zero: lowest compared OMol25 entry of this formula, charge and spin) ... 75.6 kcal/mol
SMILES string ... [H]/N=c1/nno[nH]1

XYZ file:
```
8
Properties=species:S:1:pos:R:3:lowdin_charge:R:1
H -1.2316 -1.9814 -0.5566 0.048
N -0.8949 -1.1243 -0.9065 0.173
C -0.2412 -0.2188 -0.3674 -0.471
N 0.5786 0.6583 -1.1441 0.094
N 1.2720 1.3582 -0.3943 0.063
O 0.9438 1.0944 0.9108 -0.118
N 0.2081 -0.0446 0.9837 0.067
H -0.6349 0.2583 1.4743 0.145
```

=====

Entry 3:
Density functional theory data (the ωB97M-V functional and the def2-TZVPD basis) for a single CH2N4O molecule.

Summary:
LUMO ... -0.056 eV
Multiplicity ... 1
Relative energy (zero: lowest compared OMol25 entry of this formula, charge and spin) ... 71.7 kcal/mol
SMILES string ... [H]/N=c1/[nH]nno1

XYZ file:
```
8
Properties=species:S:1:pos:R:3:lowdin_charge:R:1
H -1.5189 0.3248 1.5869 0.089
N -1.2467 -0.6781 1.2023 0.094
C -0.4370 -0.1125 0.2870 -0.432
N 0.5148 -0.7273 -0.5017 0.086
N 1.3589 0.1986 -1.0442 0.068
N 0.6552 1.3387 -1.0268 0.020
O -0.2312 1.2148 -0.0867 -0.015
H 0.9050 -1.5588 -0.4168 0.089
```

=====

Entry 4:
Density functional theory data (the ωB97M-V functional and the def2-TZVPD basis) for 2 unconnected molecules or ions with the total composition CH2N5.

Summary:
LUMO (spin up / spin down) ... 3.435 / 3.802 eV
Multiplicity ... 1
Relative energy (zero: lowest compared OMol25 entry of this formula, charge and spin) ... 91.0 kcal/mol
Net charge ... -1

XYZ file:
```
8
Properties=species:S:1:pos:R:3:lowdin_charge:R:1
C -0.4977 0.1896 -0.1055 -0.304
N -0.7230 -1.1085 -0.0710 -0.118
N -0.5114 0.6894 -1.3081 -0.123
N -0.8718 -1.4402 -1.3172 -0.162
N -0.7112 -0.3187 -2.0796 -0.169
N 0.7691 0.7271 1.8788 -0.009
H 1.1046 1.3867 1.2022 -0.103
H 1.4414 -0.1253 1.8005 -0.011
```

=====

Entry 5:
Density functional theory data (the ωB97M-V functional and the def2-TZVPD basis) for a gas-phase ion, CH2NO2 (charge -1).

Summary:
LUMO ... 4.665 eV
Multiplicity ... 1
Relative energy (zero: lowest compared OMol25 entry of this formula, charge and spin) ... 28.8 kcal/mol
Net charge ... -1
SMILES string ... NC(=O)[O-]

XYZ file:
```
6
Properties=species:S:1:pos:R:3:lowdin_charge:R:1
N -0.4944 0.4246 -0.2390 0.040
C 0.4817 -0.4736 0.2393 -0.710
O 1.4041 -0.7823 -0.5440 -0.106
O 0.1940 -0.9020 1.6124 -0.341
H -0.5466 0.6051 -1.2761 0.079
H -1.0387 1.1282 0.2074 0.038
```

=====

Entry 6:
Density functional theory data (the ωB97M-V functional and the def2-TZVPD basis) for 2 unconnected molecules or ions with the total composition CH2NO2.

Summary:
LUMO ... 4.780 eV
Multiplicity ... 1
Relative energy (zero: lowest compared OMol25 entry of this formula, charge and spin) ... 160.2 kcal/mol
Net charge ... -1

XYZ file:
```
6
Properties=species:S:1:pos:R:3:lowdin_charge:R:1
C -0.7480 -0.8856 0.5355 -0.016
N 0.4303 0.9107 -0.1270 -0.401
O 0.8088 1.8770 0.5708 -0.161
O 0.5129 0.9731 -1.3558 -0.159
H 0.0491 -1.6329 0.8164 -0.122
H -1.0531 -1.2422 -0.4399 -0.141
```

=====

Entry 7:
Density functional theory data (the ωB97M-V functional and the def2-TZVPD basis) for a single CH2NO2 molecule.

Summary:
LUMO (spin up / spin down) ... 0.728 / -3.598 eV
Multiplicity ... 2
Relative energy (zero: lowest compared OMol25 entry of this formula, charge and spin) ... 9.8 kcal/mol

XYZ file:
```
6
Properties=species:S:1:pos:R:3:lowdin_spin:R:1
N 0.5965 0.1250 0.5241 0.045
C -0.3296 -0.2147 -0.5687 0.030
O -1.0540 -1.2126 -0.5580 0.175
O -0.3050 0.7083 -1.4599 0.743
H 0.5120 1.0819 0.7314 0.000
H 0.5801 -0.4878 1.3311 0.007
```

=====

Entry 8:
Density functional theory data (the ωB97M-V functional and the def2-TZVPD basis) for 2 unconnected molecules or ions with the total composition CH2NO2S.

Summary:
LUMO (spin up / spin down) ... 4.218 / 3.613 eV
Multiplicity ... 3
Relative energy (zero: lowest compared OMol25 entry of this formula, charge and spin) ... 43.6 kcal/mol
Net charge ... -1

XYZ file:
```
7
Properties=species:S:1:pos:R:3:lowdin_spin:R:1
C 0.7872 -0.1250 -0.3584 0.548
N 1.1992 -1.0626 0.2795 0.158
O -2.2391 -0.3295 0.7951 0.263
O -1.7536 1.9202 -0.1916 0.258
S -1.3497 0.8623 0.7299 0.547
H 1.1407 0.3685 -1.2301 0.057
H 2.2153 -1.6338 -0.0243 0.168
```

=====

Entry 9:
Density functional theory data (the ωB97M-V functional and the def2-TZVPD basis) for 2 unconnected molecules or ions with the total composition CH2NO3S.

Summary:
LUMO ... 3.471 eV
Multiplicity ... 1
Relative energy (zero: lowest compared OMol25 entry of this formula, charge and spin) ... 24.0 kcal/mol
Net charge ... -1

XYZ file:
```
8
Properties=species:S:1:pos:R:3:lowdin_charge:R:1
C -2.6079 -0.1195 0.1365 -0.561
N 0.4867 0.4523 -0.0701 -0.333
O -2.2614 -0.6750 1.0948 0.134
O -3.1349 0.2343 -0.8337 0.130
O 0.2154 3.0848 0.5033 -0.829
S -0.5545 1.9348 -0.1536 0.527
H 0.2733 -0.0277 0.8013 -0.032
H 0.1306 -0.1171 -0.8285 -0.036
```

=====

Entry 10:
Density functional theory data (the ωB97M-V functional and the def2-TZVPD basis) for a gas-phase ion, CH2NO4S (charge -1).

Summary:
LUMO ... 3.994 eV
Multiplicity ... 1
Relative energy (zero: lowest compared OMol25 entry of this formula, charge and spin) ... 92.7 kcal/mol
Net charge ... -1

XYZ file:
```
9
Properties=species:S:1:pos:R:3:lowdin_charge:R:1
C 0.6560 -0.2862 0.5458 0.006
N -0.0923 -1.3110 0.6845 -0.526
O -1.1075 -1.4236 1.3561 -0.065
O 0.8653 -1.3158 -2.2985 -0.514
O 0.3448 -2.4737 0.2684 -0.264
O 1.6620 -3.6020 -1.6437 -0.522
S 0.5440 -2.6276 -1.7022 0.766
H 0.3402 0.7090 0.6508 0.051
H 1.5818 -0.3827 -0.0168 0.067
```

=====

Entry 11:
Density functional theory data (the ωB97M-V functional and the def2-TZVPD basis) for a molecular structure, CH2NOS2.

Summary:
LUMO ... 3.599 eV
Multiplicity ... 1
Relative energy (zero: lowest compared OMol25 entry of this formula, charge and spin) ... 12.3 kcal/mol
Net charge ... -1

XYZ file:
```
7
Properties=species:S:1:pos:R:3:lowdin_charge:R:1
C -0.7125 1.2308 -0.4599 -1.154
N 0.8672 -1.3598 0.6640 -0.465
O -1.4718 0.6028 0.2249 -0.125
S -0.5557 2.4202 -1.5494 0.451
S 1.3432 0.0837 -0.1415 0.397
H 0.4152 -1.9425 0.0447 -0.056
H 0.1144 -1.0353 1.2172 -0.048
```

=====

Entry 12:
Density functional theory data (the ωB97M-V functional and the def2-TZVPD basis) for 2 unconnected molecules or ions with the total composition CH2O2S.

Summary:
LUMO (spin up / spin down) ... -1.228 / -1.227 eV
Multiplicity ... 1
Relative energy (zero: lowest compared OMol25 entry of this formula, charge and spin) ... 168.2 kcal/mol

XYZ file:
```
6
Properties=species:S:1:pos:R:3:lowdin_charge:R:1
C 1.2552 0.5203 -0.4292 -0.444
O -1.8072 -0.2761 0.1921 -0.167
O -0.6446 -0.8830 -0.1525 -0.300
S 2.5083 0.0502 0.3109 0.818
H 0.7023 1.2323 -0.9891 0.014
H -2.0141 -0.6438 1.0678 0.079
```

=====

Entry 13:
Density functional theory data (the ωB97M-V functional and the def2-TZVPD basis) for a single CH2O2S molecule.

Summary:
LUMO ... 0.244 eV
Multiplicity ... 1
Relative energy (zero: lowest compared OMol25 entry of this formula, charge and spin) ... 20.1 kcal/mol
SMILES string ... OC(O)=S

XYZ file:
```
6
Properties=species:S:1:pos:R:3:lowdin_charge:R:1
O -0.5221 0.9467 -0.0115 0.001
C 0.3756 -0.1276 0.0774 -0.892
O -0.4110 -1.3299 -0.0656 -0.049
S 1.9879 -0.1588 -0.0127 0.731
H -0.0793 1.7596 -0.1832 0.082
H -1.3511 -1.0900 0.1957 0.127
```

=====

Entry 14:
Density functional theory data (the ωB97M-V functional and the def2-TZVPD basis) for 2 unconnected molecules or ions with the total composition CH2O2S.

Summary:
LUMO (spin up / spin down) ... -1.490 / -1.490 eV
Multiplicity ... 1
Relative energy (zero: lowest compared OMol25 entry of this formula, charge and spin) ... 139.4 kcal/mol

XYZ file:
```
6
Properties=species:S:1:pos:R:3:lowdin_charge:R:1
C -0.0176 0.8878 0.2805 -0.205
O -1.5646 -1.0126 -0.6675 -0.318
O 0.8124 -1.0662 -1.3331 -0.324
S -0.2060 -0.6087 -0.4412 0.648
H 1.6324 0.7815 1.0199 0.230
H -0.6566 1.0182 1.1415 -0.031
```

=====

Entry 15:
Density functional theory data (the ωB97M-V functional and the def2-TZVPD basis) for a single CH2O2S2 molecule.

Summary:
LUMO (spin up / spin down) ... -1.684 / -1.683 eV
Multiplicity ... 1
Relative energy (zero: lowest compared OMol25 entry of this formula, charge and spin) ... 60.1 kcal/mol
SMILES string ... O=S(=O)=CS

XYZ file:
```
7
Properties=species:S:1:pos:R:3:lowdin_charge:R:1
O 2.0036 1.4585 -0.0643 -0.343
S 1.2724 0.2309 0.2487 0.694
O 1.8356 -1.0448 0.1837 -0.325
C -0.2795 0.2271 -0.3800 -0.546
S -1.3861 -1.2996 -0.1192 0.668
H -0.9775 0.9445 -0.0949 -0.022
H -2.4684 -0.5166 0.2259 -0.125
```

=====

Entry 16:
Density functional theory data (the ωB97M-V functional and the def2-TZVPD basis) for a single CH2O2S3 molecule.

Summary:
LUMO ... -0.321 eV
Multiplicity ... 1
Relative energy (zero: lowest compared OMol25 entry of this formula, charge and spin) ... 11.6 kcal/mol
SMILES string ... O=C(OS)SS

XYZ file:
```
8
Properties=species:S:1:pos:R:3:lowdin_charge:R:1
O 0.0919 1.0167 0.3449 -0.021
C 0.3423 -0.0818 -0.0797 -0.981
O 1.3872 -0.7387 -0.3707 -0.507
S 2.9352 -0.0963 -0.1843 0.834
S -1.1305 -1.2146 -0.3817 0.514
S -2.7046 -0.0210 0.4186 0.333
H 2.5038 0.7810 0.9610 -0.006
H -3.4254 0.3547 -0.7081 -0.166
```

=====

Entry 17:
Density functional theory data (the ωB97M-V functional and the def2-TZVPD basis) for a gas-phase ion, CH2O3P2 (charge -2).

Summary:
LUMO (spin up / spin down) ... 7.242 / 7.252 eV
Multiplicity ... 1
Relative energy (zero: lowest compared OMol25 entry of this formula, charge and spin) ... 39.6 kcal/mol
Net charge ... -2
SMILES string ... C=PP(=O)([O-])[O-]

XYZ file:
```
8
Properties=species:S:1:pos:R:3:lowdin_charge:R:1
C 1.7221 -0.5525 -0.7494 -0.444
P 0.4441 -1.1225 0.6694 0.543
P -1.3226 0.4282 0.5158 -0.224
O -1.7549 0.4232 -0.8992 -0.507
O -2.2976 -0.4234 1.3610 -0.608
O -0.7676 1.6599 1.2068 -0.535
H 2.7468 -0.7684 -0.8475 -0.162
H 1.2298 0.3554 -1.2569 -0.063
```

=====

Entry 18:
Density functional theory data (the ωB97M-V functional and the def2-TZVPD basis) for a gas-phase ion, CH2O3PS (charge -1).

Summary:
LUMO ... 3.775 eV
Multiplicity ... 1
Relative energy (zero: lowest compared OMol25 entry of this formula, charge and spin) ... 19.2 kcal/mol
Net charge ... -1
SMILES string ... [O-]C(=S)P(O)O

XYZ file:
```
8
Properties=species:S:1:pos:R:3:lowdin_charge:R:1
O 1.3769 0.0829 -1.3138 -0.177
C 1.2435 -0.1495 -0.1258 -1.307
S 2.4555 0.0624 0.9518 0.383
P -0.4034 -0.4869 0.7193 0.724
O -0.7062 1.0576 0.3159 -0.336
O -1.3922 -1.2526 -0.3994 -0.369
H -1.1372 1.4260 1.0985 0.031
H -1.4369 -0.7398 -1.2465 0.051
```

=====

Entry 19:
Density functional theory data (the ωB97M-V functional and the def2-TZVPD basis) for 2 unconnected molecules or ions with the total composition CH2O3PS2.

Summary:
LUMO (spin up / spin down) ... 3.040 / 0.906 eV
Multiplicity ... 3
Relative energy (zero: lowest compared OMol25 entry of this formula, charge and spin) ... 13.1 kcal/mol
Net charge ... -1

XYZ file:
```
9
Properties=species:S:1:pos:R:3:lowdin_spin:R:1
C 1.3307 -0.1728 -1.2990 0.205
O -0.4363 -1.4515 1.7633 0.132
O -2.5976 -0.3394 1.3633 0.150
O -0.6468 0.9684 2.0476 0.144
P -0.3318 0.1647 -1.6159 0.387
S 2.7829 0.8406 -1.1770 0.610
S -1.1856 -0.2534 1.5355 0.352
H 1.5752 -1.2898 -1.0811 -0.003
H -0.4906 1.5333 -1.5368 0.023
```

=====

Entry 20:
Density functional theory data (the ωB97M-V functional and the def2-TZVPD basis) for a molecular structure, CH2O3Pb.

Summary:
LUMO ... -2.548 eV
Multiplicity ... 1

XYZ file:
```
7
Properties=species:S:1:pos:R:3:lowdin_charge:R:1
O 1.2099 1.2694 -0.0303 -0.303
C 0.5833 0.1449 0.0124 -0.493
O 1.3397 -0.8976 0.0118 -0.305
Pb 3.0146 0.2895 -0.0594 1.465
H -0.9619 0.0574 0.0658 0.149
O -2.4303 0.0022 0.1255 -0.419
H -2.7553 -0.8658 -0.1257 -0.094
```

=====

| no. | largest force on an atom (eV Å⁻¹) |
| --- | --- |
| 1 | 3.47 |
| 2 | 3.31 |
| 3 | 6.61 |
| 4 | 3.11 |
| 5 | 6.50 |
| 6 | 1.62 |
| 7 | 4.44 |
| 8 | 3.09 |
| 9 | 0.76 |
| 10 | 2.97 |
| 11 | 2.76 |
| 12 | 3.12 |
| 13 | 3.61 |
| 14 | 4.92 |
| 15 | 4.44 |
| 16 | 5.36 |
| 17 | 6.87 |
| 18 | 2.86 |
| 19 | 3.92 |
| 20 | 4.28 |